1.
Computed, not measured: a gas-phase ion, C3H10NS2 (charge +1), with ωB97M-V/def2-TZVPD.

CARTESIAN COORDINATES (ANGSTROEM)
C1 -0.84 0.80 -1.13
C2 -0.19 0.49 0.19
C3 0.43 -0.92 0.05
N1 0.41 -1.74 1.36
S1 2.22 -0.69 -0.80
S2 3.42 0.69 0.08
H1 -1.39 1.77 -1.35
H2 -1.55 0.01 -1.30
H3 -0.16 0.77 -1.90
H4 -1.07 0.66 0.87
H5 0.59 1.22 0.54
H6 -0.19 -1.50 -0.65
H7 0.91 -2.67 1.33
H8 0.94 -1.17 2.10
H9 -0.61 -1.91 1.59
H10 3.51 1.58 -0.94

The total energy comes out at -971.1393 a.u. The energy above the lowest of the compared OMol25 structures with the same formula, charge and spin comes out at 145.09 kJ/mol. For the frontier orbital gap, the calculation gives 9.297 eV. As for the net charge: +1. The multiplicity is 1. The SMILES is CC[C@H]([NH3+])SS. The LUMO energy is -3.8 eV.

These are the natural (NBO) partial charges, in e, on atoms 1 to 2: -0.61, -0.48

=====

2.
Computed, not measured: a gas-phase ion, C3H10NS2 (charge +2), with ωB97M-V/def2-TZVPD.

CARTESIAN COORDINATES (ANGSTROEM)
N1 0.23 -1.48 0.11
C1 0.70 -0.09 -0.36
C2 0.43 0.02 -1.85
C3 -0.07 1.01 0.40
S1 0.19 1.02 2.19
S2 -1.60 0.76 3.21
H1 0.99 -2.15 -0.02
H2 -0.54 -1.85 -0.45
H3 -0.05 -1.46 1.09
H4 1.75 0.01 -0.09
H5 0.41 1.07 -2.15
H6 -0.56 -0.40 -2.05
H7 1.21 -0.48 -2.43
H8 -1.13 1.02 0.13
H9 0.37 1.98 0.13
H10 -2.35 1.04 2.12

The total energy comes out at -970.7267 a.u. The energy above the lowest of the compared OMol25 structures with the same formula, charge and spin comes out at 47.52 kJ/mol. For the frontier orbital gap (alpha / beta), the calculation gives 10.016 / 8.420 eV. As for the net charge: +2. The multiplicity is 2. The expectation value of S² is 0.75. The LUMO energy (alpha / beta) is -9.1 / -12.1 eV.

These are the natural (NBO) partial charges, in e, on atoms 1 to 2: -0.68, -0.04

=====

3.
Computed, not measured: 2 unconnected molecules or ions with the total composition C3H10O, with ωB97M-V/def2-TZVPD.

CARTESIAN COORDINATES (ANGSTROEM)
C1 -0.69 0.21 1.39
C2 -2.01 0.98 1.27
H1 -0.60 -0.21 2.39
H2 -0.61 -0.66 0.73
H3 0.21 0.78 1.15
H4 -1.93 1.99 0.88
H5 -2.63 0.84 2.14
H6 -2.55 0.61 0.38
C3 1.86 -0.42 -0.91
O1 0.85 -0.88 -1.85
H7 1.71 0.66 -0.82
H8 1.73 -0.91 0.05
H9 2.81 -0.61 -1.39
H10 0.10 -0.31 -1.76

The total energy comes out at -195.4951 a.u. The energy above the lowest of the compared OMol25 structures with the same formula, charge and spin comes out at 88.68 kJ/mol. For the frontier orbital gap, the calculation gives 11.384 eV. The multiplicity is 1. The SMILES is CC.CO. The LUMO energy is 0.9 eV.

These are the natural (NBO) partial charges, in e, on atoms 1 to 2: -0.62, -0.63

=====

4.
Computed, not measured: 2 unconnected molecules or ions with the total composition C3H10O, with ωB97M-V/def2-TZVPD.

CARTESIAN COORDINATES (ANGSTROEM)
C1 0.36 -0.01 -1.55
C2 0.57 -1.18 -0.61
C3 -0.41 -1.25 0.63
H1 1.17 -0.01 -2.31
H2 0.38 0.95 -1.02
H3 -0.61 -0.11 -2.07
H4 1.60 -1.06 -0.23
H5 0.53 -2.13 -1.19
H6 -0.04 -2.00 1.34
H7 -1.44 -1.51 0.33
H8 -0.43 -0.27 1.13
O1 -0.82 2.72 1.58
H9 -0.66 3.66 1.80
H10 -0.20 2.22 2.16

The total energy comes out at -195.5259 a.u. The energy above the lowest of the compared OMol25 structures with the same formula, charge and spin comes out at 7.88 kJ/mol. For the frontier orbital gap, the calculation gives 12.126 eV. The multiplicity is 1. The SMILES is CCC.O. The LUMO energy is 0.8 eV.

These are the natural (NBO) partial charges, in e, on atoms 1 to 2: -0.61, -0.39

=====

5.
Computed, not measured: 2 unconnected molecules or ions with the total composition C3H10O, with ωB97M-V/def2-TZVPD.

CARTESIAN COORDINATES (ANGSTROEM)
C1 -1.84 0.33 0.27
C2 -0.41 0.38 -0.16
C3 0.27 -0.81 0.55
H1 -2.54 -0.23 -0.34
H2 -2.15 1.43 0.36
H3 -1.96 0.07 1.34
H4 0.11 1.35 0.09
H5 -0.38 0.36 -1.26
H6 -0.24 -1.70 0.17
H7 1.36 -0.87 0.52
H8 0.00 -0.73 1.63
H9 3.13 -0.01 -0.53
H10 1.87 0.03 -1.32
O1 2.76 0.42 -1.31

The total energy comes out at -195.0965 a.u. The energy above the lowest of the compared OMol25 structures with the same formula, charge and spin comes out at 91.27 kJ/mol. For the frontier orbital gap (alpha / beta), the calculation gives 12.151 / 3.973 eV. As for the net charge: +1. The multiplicity is 2. The expectation value of S² is 0.75. The LUMO energy (alpha / beta) is -3.4 / -11.4 eV.

These are the natural (NBO) partial charges, in e, on atoms 1 to 2: -0.54, -0.36

=====

6.
Computed, not measured: 2 unconnected molecules or ions with the total composition C3H10O2, with ωB97M-V/def2-TZVPD.

CARTESIAN COORDINATES (ANGSTROEM)
C1 -0.37 -0.68 -1.41
C2 1.07 -0.91 -0.98
O1 1.88 -0.07 -1.76
H1 -0.48 0.39 -1.57
H2 -1.04 -1.04 -0.66
H3 -0.46 -1.07 -2.43
H4 1.18 -0.77 0.10
H5 1.36 -1.96 -1.14
H6 2.80 -0.38 -1.72
C3 -1.26 0.96 2.12
O2 -0.16 1.78 1.77
H7 -2.20 1.36 1.71
H8 -1.38 1.01 3.21
H9 -1.17 -0.08 1.81
H10 0.23 1.48 0.95

The total energy comes out at -270.7388 a.u. The energy above the lowest of the compared OMol25 structures with the same formula, charge and spin comes out at 86.78 kJ/mol. For the frontier orbital gap, the calculation gives 11.135 eV. The multiplicity is 1. The SMILES is CCO.CO. The LUMO energy is 0.8 eV.

These are the natural (NBO) partial charges, in e, on atoms 1 to 2: -0.63, -0.06

=====

7.
Computed, not measured: 3 unconnected molecules or ions with the total composition C3H10O2, with ωB97M-V/def2-TZVPD.

CARTESIAN COORDINATES (ANGSTROEM)
C1 1.99 0.76 5.59
C2 1.48 0.57 4.36
C3 2.38 0.36 3.13
H1 1.36 1.39 6.22
H2 2.94 0.41 5.98
H3 0.50 0.10 4.28
H4 2.00 0.92 2.33
H5 3.37 0.60 3.50
H6 2.40 -0.74 3.09
O1 -1.00 -0.09 -5.03
H7 -0.38 -0.62 -5.55
H8 -1.23 0.61 -5.64
O2 -3.84 -1.23 -5.39
H9 -4.07 -1.44 -4.48
H10 -3.10 -0.62 -5.31

The total energy comes out at -270.6909 a.u. The energy above the lowest of the compared OMol25 structures with the same formula, charge and spin comes out at 212.35 kJ/mol. For the frontier orbital gap, the calculation gives 9.360 eV. The multiplicity is 1. The SMILES is C=CC.O.O. The LUMO energy is 0.7 eV.

These are the natural (NBO) partial charges, in e, on atoms 1 to 2: -0.43, -0.16

=====

8.
Computed, not measured: 2 unconnected molecules or ions with the total composition C3H10O2, with ωB97M-V/def2-TZVPD.

CARTESIAN COORDINATES (ANGSTROEM)
C1 -1.22 -0.18 -1.50
C2 -0.90 1.28 -1.05
C3 -0.60 1.37 0.44
O1 0.82 1.23 0.62
H1 -1.23 -0.23 -2.60
H2 -2.20 -0.53 -1.13
H3 -0.44 -0.87 -1.12
H4 -0.06 1.65 -1.66
H5 -1.79 1.90 -1.29
H6 -0.92 2.36 0.84
H7 -1.07 0.59 1.07
H8 1.33 1.93 0.15
O2 2.50 -3.77 2.54
H9 2.33 -2.82 2.37
H10 3.46 -3.90 2.33

The total energy comes out at -270.7554 a.u. The energy above the lowest of the compared OMol25 structures with the same formula, charge and spin comes out at 43.21 kJ/mol. For the frontier orbital gap, the calculation gives 11.079 eV. The multiplicity is 1. The SMILES is CCCO.O. The LUMO energy is 0.8 eV.

These are the natural (NBO) partial charges, in e, on atoms 1 to 2: -0.61, -0.42

=====

Repeat the second record exactly.
Computed, not measured: a gas-phase ion, C3H10NS2 (charge +2), with ωB97M-V/def2-TZVPD.

CARTESIAN COORDINATES (ANGSTROEM)
N1 0.23 -1.48 0.11
C1 0.70 -0.09 -0.36
C2 0.43 0.02 -1.85
C3 -0.07 1.01 0.40
S1 0.19 1.02 2.19
S2 -1.60 0.76 3.21
H1 0.99 -2.15 -0.02
H2 -0.54 -1.85 -0.45
H3 -0.05 -1.46 1.09
H4 1.75 0.01 -0.09
H5 0.41 1.07 -2.15
H6 -0.56 -0.40 -2.05
H7 1.21 -0.48 -2.43
H8 -1.13 1.02 0.13
H9 0.37 1.98 0.13
H10 -2.35 1.04 2.12

The total energy comes out at -970.7267 a.u. The energy above the lowest of the compared OMol25 structures with the same formula, charge and spin comes out at 47.52 kJ/mol. For the frontier orbital gap (alpha / beta), the calculation gives 10.016 / 8.420 eV. As for the net charge: +2. The multiplicity is 2. The expectation value of S² is 0.75. The LUMO energy (alpha / beta) is -9.1 / -12.1 eV.

These are the natural (NBO) partial charges, in e, on atoms 1 to 2: -0.68, -0.04